Record 1
Computed, not measured: a 10-piece molecular cluster, BH22O9 overall at a distorted geometry, with ωB97M-V/def2-TZVPD.

Properties
Total charge: -1
Energy above the lowest of the compared OMol25 structures with the same formula, charge and spin, kJ/mol: 479.2
E_HOMO, eV: -6.951
Largest force on an atom, eV/A: 10.16
Kohn-Sham gap, eV: 9.658

Positions of all 32 atoms, in Å:
B 14.421 52.865 43.645
H 15.462 53.618 44.134
H 14.792 52.364 42.603
H 14.324 51.989 44.359
H 13.355 53.647 43.344
O 17.130 50.974 45.100
H 16.976 50.209 45.638
H 16.401 51.444 44.710
O 14.503 54.396 40.989
H 15.072 53.574 40.737
H 14.157 54.179 41.808
O 14.421 55.735 44.844
H 14.633 54.967 44.550
H 13.704 55.573 44.347
O 11.348 52.737 41.193
H 12.033 52.832 41.770
H 10.995 53.698 41.063
O 11.913 55.874 43.369
H 12.147 56.247 42.494
H 11.552 56.331 44.247
O 12.452 50.343 46.327
H 11.847 50.980 47.049
H 12.765 51.012 45.793
O 12.443 50.334 42.936
H 11.512 50.406 43.314
H 12.846 50.849 43.522
O 13.841 53.019 47.168
H 14.129 52.626 46.152
H 14.663 53.382 47.407
O 17.763 53.130 42.125
H 17.567 52.923 41.205
H 16.775 53.158 42.535

Now the natural (NBO) charges, all in e: -0.75 -0.06 -0.03 -0.08 -0.06 -0.98 0.47 0.50 -0.96 0.47 0.49 -0.95 0.47 0.47 -0.93 0.48 0.46 -1.03 0.51 0.52 -0.93 0.47 0.46 -0.92 0.46 0.46 -0.97 0.50 0.46 -0.96 0.45 0.51

Record 2
Computed, not measured: a 10-piece molecular cluster, C35H95N5O10 overall at a distorted geometry, with ωB97M-V/def2-TZVPD.

Properties
SMILES: COC[C@H](C)N.COC[C@H](C)N.COC[C@H](C)N.COC[C@H](C)N.COC[C@H](C)N.CC(C)O.CC(C)O.CC(C)O.CC(C)O.CC(C)O
Energy above the lowest of the compared OMol25 structures with the same formula, charge and spin, kJ/mol: 214.6
E_HOMO, eV: -8.759
Largest force on an atom, eV/A: 3.53
Kohn-Sham gap, eV: 9.328

Positions of all 145 atoms, in Å:
C 0.320 3.159 2.670
O 1.446 3.067 3.554
C 2.165 1.801 3.655
C 3.129 1.797 4.831
C 4.055 2.952 5.084
N 3.975 0.595 4.708
H 0.112 4.197 2.408
H -0.560 2.638 3.047
H 0.671 2.655 1.770
H 1.407 1.019 3.689
H 2.702 1.598 2.728
H 2.511 1.702 5.723
H 4.651 2.754 5.975
H 3.504 3.864 5.312
H 4.657 3.169 4.201
H 4.726 0.601 5.383
H 4.412 0.684 3.802
C -0.461 1.202 -4.261
O 0.849 1.486 -4.634
C 0.836 2.760 -5.282
C 2.303 3.216 -5.654
C 3.082 2.294 -6.682
N 3.193 3.308 -4.475
H -1.106 1.216 -5.139
H -0.833 1.819 -3.443
H -0.489 0.172 -3.907
H 0.317 2.838 -6.237
H 0.451 3.527 -4.610
H 2.186 4.213 -6.079
H 3.256 1.276 -6.335
H 4.034 2.722 -6.998
H 2.514 2.222 -7.610
H 4.100 3.070 -4.852
H 2.958 2.481 -3.945
C 0.996 1.609 -0.949
O -0.206 1.060 -0.529
C -0.164 -0.388 -0.534
C -1.294 -0.998 0.339
C -1.106 -0.819 1.836
N -1.386 -2.440 0.093
H 1.780 1.380 -0.227
H 0.900 2.651 -1.257
H 1.216 1.168 -1.921
H -0.235 -0.724 -1.569
H 0.791 -0.751 -0.155
H -2.332 -0.695 0.206
H -1.950 -1.245 2.379
H -1.136 0.232 2.124
H -0.211 -1.175 2.347
H -2.053 -2.915 0.684
H -1.749 -2.550 -0.843
C 6.405 1.315 2.152
O 5.378 0.349 2.347
C 5.764 -0.955 2.179
C 4.599 -2.002 2.224
C 3.338 -1.783 1.341
N 4.286 -2.163 3.585
H 6.039 2.261 2.551
H 6.744 1.425 1.122
H 7.259 1.147 2.809
H 6.198 -1.090 1.188
H 6.480 -1.208 2.961
H 5.007 -2.982 1.977
H 3.691 -1.667 0.316
H 2.916 -0.848 1.711
H 2.591 -2.576 1.376
H 3.676 -1.406 3.856
H 3.633 -2.928 3.685
C -5.592 -0.001 -1.231
O -4.209 -0.250 -1.427
C -3.478 0.854 -1.971
C -3.515 2.183 -1.138
C -2.945 3.423 -1.802
N -2.930 1.942 0.139
H -6.184 0.023 -2.146
H -5.805 0.895 -0.648
H -5.904 -0.896 -0.693
H -2.445 0.580 -2.188
H -3.907 1.046 -2.955
H -4.576 2.391 -0.999
H -3.379 4.234 -1.217
H -3.276 3.466 -2.840
H -1.864 3.550 -1.750
H -1.968 1.691 -0.036
H -3.375 1.077 0.409
C 2.773 -2.474 -2.169
C 2.149 -2.089 -3.523
C 2.891 -1.000 -4.284
O 2.217 -3.230 -4.325
H 2.217 -3.292 -1.711
H 2.712 -1.524 -1.638
H 3.791 -2.841 -2.301
H 1.094 -1.838 -3.409
H 3.929 -1.291 -4.444
H 2.878 -0.068 -3.718
H 2.377 -0.788 -5.221
H 2.964 -3.769 -4.054
C -2.258 -5.099 1.733
C -3.084 -6.338 2.048
C -3.219 -6.466 3.560
O -4.282 -6.302 1.343
H -1.972 -5.130 0.681
H -1.314 -5.073 2.277
H -2.669 -4.117 1.968
H -2.562 -7.168 1.573
H -3.671 -5.586 4.017
H -2.225 -6.623 3.979
H -3.750 -7.380 3.823
H -4.011 -6.337 0.423
C -4.388 -3.712 -1.116
C -3.712 -3.459 -2.492
C -4.733 -3.099 -3.554
O -2.846 -2.412 -2.315
H -3.663 -4.095 -0.399
H -5.118 -4.511 -1.245
H -4.794 -2.794 -0.690
H -3.050 -4.268 -2.801
H -5.445 -3.909 -3.714
H -4.234 -2.783 -4.470
H -5.349 -2.230 -3.326
H -3.321 -1.647 -1.982
C 4.041 3.828 -0.916
C 3.118 4.630 0.060
C 3.698 4.622 1.420
O 3.015 5.955 -0.488
H 3.949 3.973 -1.992
H 4.024 2.753 -0.737
H 5.102 4.042 -0.784
H 2.130 4.170 0.040
H 3.823 3.600 1.775
H 3.070 5.224 2.077
H 4.704 5.041 1.414
H 3.051 5.969 -1.448
C -5.414 0.698 4.714
C -6.034 0.245 3.402
C -5.890 -1.228 3.127
O -7.411 0.379 3.581
H -4.339 0.618 4.547
H -5.756 0.097 5.557
H -5.705 1.706 5.008
H -5.799 0.793 2.490
H -6.387 -1.898 3.828
H -4.831 -1.463 3.029
H -6.366 -1.404 2.162
H -7.699 -0.184 4.304

Atomic partial charges in e from the Mulliken method, atoms 1 to 99: -0.25 -0.47 0.13 0.22 -1.34 -0.34 0.37 0.37 -0.25 0.23 -0.07 0.35 0.42 0.35 0.19 0.26 0.02 -0.90 -0.04 -0.82 0.26 -1.37 -0.61 0.49 0.41 -0.06 0.37 0.33 0.33 0.22 0.47 0.38 0.27 0.21 -0.84 0.76 0.45 1.27 -1.64 -0.42 0.17 0.15 0.15 -0.34 -0.27 -0.54 0.28 0.22 0.27 -0.17 0.38 -0.80 -0.20 -1.31 0.11 -0.43 -0.76 0.18 0.29 0.35 0.46 0.49 0.62 -0.10 -0.15 0.52 0.22 0.32 -1.05 -0.01 0.02 0.64 -1.52 -0.46 0.26 0.34 0.32 -0.93 0.80 0.28 0.41 0.36 0.18 0.15 0.15 -0.99 0.97 -1.04 -0.62 0.42 -0.25 0.67 -0.26 0.37 0.08 0.26 0.42 -0.85 0.43

Record 3
Computed, not measured: an isolated molecule of C4H4O, with ωB97M-V/def2-TZVPD.

Properties
SMILES: C#CCC=O
Energy above the lowest of the compared OMol25 structures with the same formula, charge and spin, kJ/mol: 155.5
E_HOMO, eV: -9.913
Largest force on an atom, eV/A: 0.56
Kohn-Sham gap, eV: 10.760

Positions of all 9 atoms, in Å:
C 1.940 0.304 0.858
C 0.952 -0.153 0.348
C -0.273 -0.647 -0.280
C -1.299 0.480 -0.414
O -1.721 1.096 0.528
H 2.806 0.719 1.321
H -0.055 -1.080 -1.264
H -0.719 -1.430 0.348
H -1.630 0.711 -1.445

Now the natural (NBO) charges, all in e: -0.21 -0.02 -0.59 0.45 -0.49 0.24 0.24 0.26 0.11

Record 4
Computed, not measured: an isolated molecule of C22H20ClN3O2 at a distorted geometry, with ωB97M-V/def2-TZVPD.

Properties
SMILES: C[C@@]1(Cc2ccc([C@@H]3C=CN=CC3)cc2)NC(=O)c2cc(Cl)ccc2NC1=O
Energy above the lowest of the compared OMol25 structures with the same formula, charge and spin, kJ/mol: 236.8
E_HOMO, eV: -8.688
Largest force on an atom, eV/A: 3.67
Kohn-Sham gap, eV: 8.469

Positions of all 48 atoms, in Å:
C -3.392 -0.339 -0.479
C -2.357 -1.147 0.347
C -1.132 -1.536 -0.516
C -0.396 -0.313 -1.117
C -0.690 0.149 -2.410
C 0.091 1.220 -2.921
C 1.094 1.845 -2.125
C 1.928 2.954 -2.696
C 3.387 2.636 -2.474
C 4.277 3.689 -2.342
N 3.883 5.056 -2.358
C 2.592 5.332 -2.297
C 1.562 4.290 -2.107
C 1.323 1.411 -0.822
C 0.627 0.286 -0.371
N -2.052 -0.325 1.501
C -1.212 -0.679 2.532
O -0.719 0.310 3.045
C -0.712 -1.976 2.884
C 0.529 -2.062 3.575
C 1.073 -3.236 4.045
Cl 2.665 -3.195 4.862
C 0.409 -4.414 3.737
C -0.796 -4.383 2.996
C -1.344 -3.192 2.547
N -2.534 -3.283 1.849
C -3.000 -2.493 0.829
O -4.049 -2.967 0.366
H -4.290 -0.106 0.112
H -3.736 -0.907 -1.340
H -2.973 0.604 -0.829
H -0.430 -2.128 0.058
H -1.454 -2.160 -1.388
H -1.478 -0.298 -3.011
H -0.143 1.562 -3.933
H 1.827 3.009 -3.781
H 3.724 1.618 -2.412
H 5.333 3.450 -2.125
H 2.277 6.380 -2.310
H 0.620 4.627 -2.541
H 1.392 4.217 -1.009
H 1.964 1.981 -0.157
H 0.828 -0.142 0.623
H -2.038 0.674 1.381
H 1.083 -1.192 3.828
H 0.810 -5.371 4.046
H -1.355 -5.274 2.777
H -3.016 -4.184 1.929

Now the natural (NBO) charges, all in e: -0.61 0.04 -0.43 -0.05 -0.20 -0.21 0.00 -0.30 -0.19 -0.05 -0.44 0.15 -0.47 -0.23 -0.15 -0.62 0.65 -0.61 -0.22 -0.08 -0.07 -0.01 -0.17 -0.24 0.20 -0.61 0.69 -0.60 0.23 0.23 0.22 0.22 0.23 0.22 0.21 0.22 0.22 0.20 0.19 0.23 0.23 0.23 0.21 0.42 0.24 0.23 0.22 0.42

Record 5
Computed, not measured: a 2-piece molecular cluster, C3H9O2S overall at a distorted geometry, with ωB97M-V/def2-TZVPD.

Properties
Total charge: -1
Energy above the lowest of the compared OMol25 structures with the same formula, charge and spin, kJ/mol: 37.4
E_HOMO, eV: -3.692
Largest force on an atom, eV/A: 1.23
Kohn-Sham gap, eV: 6.978

Positions of all 15 atoms, in Å:
C -1.154 -0.726 0.225
O -1.651 0.332 -0.480
C 0.108 -0.381 1.051
C 1.027 0.531 0.258
S 2.674 0.895 1.012
H -0.944 -1.592 -0.375
H -1.908 -1.094 0.957
H -0.252 0.190 1.913
H 0.601 -1.297 1.387
H 0.509 1.488 0.246
H 1.214 0.263 -0.766
H 2.322 0.539 2.248
H -1.066 0.131 -3.329
H -1.047 0.388 -1.711
O -0.432 0.333 -2.637

Now the natural (NBO) charges, all in e: -0.02 -0.91 -0.44 -0.49 -0.13 0.11 0.10 0.18 0.18 0.22 0.24 0.10 0.43 0.50 -1.09

Record 6
Computed, not measured: C21H23CrN4O as an isolated structure at a distorted geometry, with ωB97M-V/def2-TZVPD.

Properties
2S+1: 5
⟨S²⟩: 6.0632
Total charge: +1
Energy above the lowest of the compared OMol25 structures with the same formula, charge and spin, kJ/mol: 6.1
E_HOMO (alpha / beta), eV: -11.214 / -11.220
Largest force on an atom, eV/A: 4.75
Kohn-Sham gap (alpha / beta), eV: 6.405 / 6.809

Positions of all 50 atoms, in Å:
Cr 1.146 -1.859 -2.624
C 0.346 -0.351 0.442
O 0.836 -0.957 -0.722
H 0.031 -1.057 1.211
H 1.065 0.334 0.890
H -0.477 0.351 0.312
N -0.156 -3.662 -2.187
C -0.424 -4.722 -3.006
C -1.272 -5.816 -2.696
C -2.086 -5.764 -1.578
C -1.922 -4.639 -0.712
C -0.932 -3.707 -1.021
H 0.109 -4.748 -3.945
H -1.410 -6.725 -3.262
H -2.769 -6.548 -1.288
H -2.569 -4.532 0.146
H -0.707 -2.907 -0.332
N 5.257 0.684 2.510
C 5.505 1.425 1.375
C 4.602 2.374 0.876
C 3.333 2.358 1.339
C 3.015 1.651 2.506
C 4.000 0.719 2.956
H 6.538 1.396 1.062
H 4.879 2.972 0.021
H 2.583 2.927 0.809
H 1.993 1.577 2.849
H 3.629 0.126 3.779
N -2.231 2.426 3.728
C -1.202 2.603 2.827
C -0.210 3.559 3.049
C -0.134 4.230 4.267
C -1.164 4.032 5.209
C -2.231 3.167 4.881
H -1.268 2.014 1.924
H 0.548 3.826 2.328
H 0.618 4.993 4.406
H -1.174 4.639 6.102
H -3.002 2.857 5.570
N -0.682 -0.585 -3.426
C -1.134 0.633 -3.029
C -2.245 1.296 -3.534
C -3.121 0.513 -4.306
C -2.655 -0.695 -4.883
C -1.453 -1.218 -4.387
H -0.494 1.004 -2.243
H -2.452 2.267 -3.110
H -4.063 0.849 -4.714
H -3.308 -1.142 -5.618
H -1.088 -2.167 -4.751

Now the natural (NBO) charges, all in e: 1.55 -0.23 -0.94 0.16 0.18 0.15 -0.60 0.06 -0.26 -0.11 -0.24 0.05 0.20 0.25 0.24 0.25 0.24 -0.41 0.04 -0.27 -0.18 -0.26 0.04 0.20 0.22 0.21 0.22 0.19 -0.41 0.01 -0.27 -0.17 -0.24 0.02 0.19 0.21 0.22 0.23 0.21 -0.58 0.06 -0.24 -0.11 -0.25 0.04 0.22 0.25 0.24 0.25 0.19